i:
Computed, not measured: 6 unconnected molecules or ions with the total composition BrH10O5, with ωB97M-V/def2-TZVPD.

Orbital gap, eV: 9.10
HOMO, Eh: -0.20334

```
! wB97M-V def2-TZVPD RIJCOSX def2/J DEFGRID3
* xyz -1 1
Br 0.2328 0.2872 0.2211
O 2.0981 0.5864 -2.6819
H 2.7474 0.0419 -2.2292
H 1.3830 0.6486 -2.0305
O 1.4858 -2.9704 0.5364
H 1.3250 -2.0281 0.3731
H 0.8524 -3.1883 1.2248
O -1.2296 1.0774 -2.9491
H -0.6850 1.4508 -3.6482
H -0.6277 1.0206 -2.1930
O -2.2293 -1.5333 2.0579
H -2.0159 -1.8315 2.9456
H -1.3864 -1.2190 1.6998
O -0.9051 2.4867 2.5242
H -0.5516 1.8526 1.8727
H -0.4939 3.3183 2.2762
*
```

---

ii:
Computed, not measured: 6 unconnected molecules or ions with the total composition BrH10O5, with ωB97M-V/def2-TZVPD.

Orbital gap, eV: 9.36
HOMO, Eh: -0.21020

```
! wB97M-V def2-TZVPD RIJCOSX def2/J DEFGRID3
* xyz -1 1
Br 0.0716 0.1754 -0.9351
O 2.4860 -2.0260 -1.5306
H 1.8701 -1.3146 -1.4866
H 2.2477 -2.8296 -1.7776
O -3.1555 -0.4235 -1.8023
H -3.5929 -1.2763 -1.4750
H -2.2484 -0.4324 -1.5382
O 1.3076 1.7715 1.8722
H 0.8452 1.5027 0.9824
H 0.9744 2.6139 2.0166
O 1.0122 -1.6899 1.6872
H 2.0010 -1.8059 1.5757
H 0.6413 -1.2941 0.8569
O -1.8431 2.4513 0.7011
H -1.5411 1.7729 0.1442
H -1.0760 2.8047 0.7091
*
```

---

Q: Which of them is the least stable? A: ii.

---

i:
Computed, not measured: C3H5NOS in the gas phase, with ωB97M-V/def2-TZVPD.

SMILES: S=C1NCCO1
Orbital gap, eV: 9.21
HOMO, Eh: -0.31468

```
! wB97M-V def2-TZVPD RIJCOSX def2/J DEFGRID3
* xyz 0 1
C -1.4033 -0.1762 -0.0952
C 0.7620 0.5948 0.1340
C 0.7642 -0.9217 -0.0324
H -0.9227 1.7496 -0.1699
H 1.5096 1.0563 -0.5390
H 0.9642 0.8942 1.1645
H 1.2777 -1.1571 -1.0042
H 1.2994 -1.4097 0.7677
N -0.5688 0.8690 -0.2064
O -0.6202 -1.3284 -0.0480
S -3.0621 -0.1707 0.0289
*
```

---

ii:
Computed, not measured: 2 unconnected molecules or ions with the total composition C3H5NOS, with ωB97M-V/def2-TZVPD.

SMILES: c1cnoc1.S
Orbital gap, eV: 10.26
HOMO, Eh: -0.35168

```
! wB97M-V def2-TZVPD RIJCOSX def2/J DEFGRID3
* xyz 0 1
C -0.1838 -0.9202 -0.5278
C -1.4698 -0.9166 -0.0089
C 0.5377 -1.0084 0.6031
N -1.5430 -0.9184 1.2855
O -0.2377 -0.8475 1.6297
S 1.3421 2.0892 -1.1767
H 0.0729 -0.7906 -1.5486
H -2.3291 -0.7676 -0.6238
H 1.5353 -0.8922 0.9322
H 2.0270 2.5378 -0.0715
H 0.2484 2.4344 -0.4934
*
```

---

iii:
Computed, not measured: C3H5NOS in the gas phase, with ωB97M-V/def2-TZVPD.

SMILES: C/C(C=S)=N\O
Orbital gap, eV: 8.13
HOMO, Eh: -0.32660

```
! wB97M-V def2-TZVPD RIJCOSX def2/J DEFGRID3
* xyz 0 1
C -0.9417 -1.3956 0.0650
C -0.3218 -0.1547 -0.4008
C 0.5304 0.6818 0.5154
H -0.8151 -2.1877 -0.7089
H -0.4522 -1.6513 1.0224
H -1.9958 -1.3551 0.4231
H 0.8162 1.6148 0.1086
H -0.9192 0.2131 -3.3656
N -0.2677 0.3900 -1.5620
O -1.0477 -0.2276 -2.5369
S 1.1263 0.4793 2.0420
*
```

---

Q: Which of them is the least stable? A: iii.

---

i:
Computed, not measured: C3H5NOS in the gas phase, with ωB97M-V/def2-TZVPD.

SMILES: CC1=NSCO1
Orbital gap, eV: 9.16
HOMO, Eh: -0.30779

```
! wB97M-V def2-TZVPD RIJCOSX def2/J DEFGRID3
* xyz 0 1
C -1.7519 -0.4814 0.0310
C -0.2966 -0.3455 -0.0233
C 1.6601 0.9273 -0.0119
H -2.2581 0.0531 -0.7961
H -2.0475 -1.5305 -0.0895
H -2.1495 -0.1055 0.9644
H 2.0135 1.4055 0.8942
H 2.0465 1.3753 -0.9602
N 0.4657 -1.3825 -0.0431
O 0.1476 0.9275 0.0089
S 2.1702 -0.8433 0.0258
*
```

---

ii:
Computed, not measured: C3H5NOS in the gas phase, with ωB97M-V/def2-TZVPD.

Orbital gap (alpha / beta), eV: 5.80 / 6.33
HOMO (alpha / beta), Eh: -0.29443 / -0.30095

```
! wB97M-V def2-TZVPD RIJCOSX def2/J DEFGRID3
* xyz 0 1
C -0.8613 -1.7044 0.8363
C -0.7129 -1.4796 -0.4351
C 0.3111 1.7531 -0.1807
N 1.5049 -0.3547 1.1174
O 0.0480 -0.8021 -1.2246
S 1.5524 0.2348 -0.1825
H -0.5890 -1.9331 1.9202
H -1.5463 -1.9963 -1.0089
H 0.1585 1.9263 -1.2656
H 0.7204 2.7412 0.1448
H -0.5858 1.6145 0.2788
*
```

---

Q: Which of them is the least stable? A: ii.

---

i:
Computed, not measured: a molecular structure, C3H5NOS, with ωB97M-V/def2-TZVPD.

Orbital gap (alpha / beta), eV: 8.17 / 7.03
HOMO (alpha / beta), Eh: -0.28937 / -0.26790

```
! wB97M-V def2-TZVPD RIJCOSX def2/J DEFGRID3
* xyz 0 1
C -2.4549 1.1280 0.0543
C -1.2939 0.6715 0.4889
C 1.0814 -1.0503 -0.2134
N -2.8918 -1.0314 -0.2489
O -3.3256 0.2483 -0.3637
S -1.2687 -1.0720 0.3173
H -2.8088 2.1018 -0.1140
H -0.4222 1.1414 0.7799
H 1.4193 -1.0677 0.8708
H 1.2339 -0.0683 -0.6174
H 1.0792 -1.8577 -0.9308
*
```

---

ii:
Computed, not measured: C3H5NOS in the gas phase, with ωB97M-V/def2-TZVPD.

SMILES: C1=NSCCO1
Orbital gap, eV: 9.24
HOMO, Eh: -0.30953

```
! wB97M-V def2-TZVPD RIJCOSX def2/J DEFGRID3
* xyz 0 1
C -0.4098 -0.4721 0.8585
C -0.7644 0.9394 0.2601
C 1.3105 -0.6270 -0.8499
H -1.1581 -1.2337 0.6260
H -0.2709 -0.4832 1.9446
H -0.1529 1.7926 0.6297
H -1.8136 1.1298 0.5488
H 2.2546 -1.0260 -1.0161
N 0.8871 0.1681 -1.7331
O 0.7761 -1.0663 0.2976
S -0.6585 0.8784 -1.5663
*
```

---

iii:
Computed, not measured: C3H5NOS in the gas phase, with ωB97M-V/def2-TZVPD.

Orbital gap, eV: 10.03
HOMO, Eh: -0.34293

```
! wB97M-V def2-TZVPD RIJCOSX def2/J DEFGRID3
* xyz 0 1
C 0.0541 -0.3320 -0.9421
C 1.0343 0.4876 -0.0834
C -1.4781 0.3460 0.4994
N -1.1186 -0.4170 -0.5401
O 0.2813 1.1981 0.8142
S -2.1787 -0.3445 1.9794
H 0.3086 -0.7550 -1.9383
H 1.8385 -0.1797 0.2500
H 1.4113 1.1861 -0.8141
H -2.1626 1.1840 0.3141
H -1.2618 -1.1232 2.3916
*
```

---

Q: Which of them is the least stable? A: i.

---

i:
Computed, not measured: C3H5NOS in the gas phase, with ωB97M-V/def2-TZVPD.

SMILES: C=CS/C=N\O
Orbital gap, eV: 9.76
HOMO, Eh: -0.33266

```
! wB97M-V def2-TZVPD RIJCOSX def2/J DEFGRID3
* xyz 0 1
C 0.8594 0.7877 -0.2774
C -1.7073 0.2794 0.4118
C -2.9639 -0.0099 0.0800
H 1.7310 -1.1260 0.2261
H 0.5031 1.7762 -0.5997
H -1.5612 0.9598 1.2520
H -3.7865 0.5925 0.4718
H -3.2197 -0.7099 -0.7301
N 2.1076 0.6510 -0.0967
O 2.4864 -0.5609 0.4149
S -0.3401 -0.4941 -0.2843
*
```

---

ii:
Computed, not measured: C3H5NOS in the gas phase, with ωB97M-V/def2-TZVPD.

SMILES: N/C=C/C(O)=S
Orbital gap, eV: 8.57
HOMO, Eh: -0.30783

```
! wB97M-V def2-TZVPD RIJCOSX def2/J DEFGRID3
* xyz 0 1
C 0.3779 0.0504 -0.6436
C -0.3010 0.4070 0.4285
C -0.8096 -0.5921 1.3953
H 1.7543 0.7883 -1.9947
H 0.6482 1.9722 -1.4011
H 0.5894 -0.9864 -0.8801
H -0.3429 1.4615 0.6932
H -0.5971 -1.9465 0.0401
N 0.8815 0.9894 -1.5390
O -0.8691 -1.8627 0.9765
S -1.3316 -0.2809 2.9250
*
```

---

iii:
Computed, not measured: C3H5NOS in the gas phase, with ωB97M-V/def2-TZVPD.

SMILES: O[C@@H]1CNC1=S
Orbital gap, eV: 9.15
HOMO, Eh: -0.31592

```
! wB97M-V def2-TZVPD RIJCOSX def2/J DEFGRID3
* xyz 0 1
C 0.2168 0.5768 0.4018
C 0.9711 -0.5580 -0.2502
C -1.0609 -0.2704 0.1626
H -0.4392 2.4151 0.1763
H 0.3339 0.6163 1.5225
H 1.9323 -0.9768 0.2303
H 1.2249 -0.0840 -1.3177
H -0.6252 -2.3376 -0.3584
N -0.2803 -1.3740 -0.0912
O 0.3223 1.7648 -0.3424
S -2.5956 0.2279 -0.1336
*
```

---

Q: Which of them is the least stable? A: i.

---

i:
Computed, not measured: 2 unconnected molecules or ions with the total composition C3H5NOS, with ωB97M-V/def2-TZVPD.

SMILES: N=C=O.C=CS
Orbital gap, eV: 9.96
HOMO, Eh: -0.33852

```
! wB97M-V def2-TZVPD RIJCOSX def2/J DEFGRID3
* xyz 0 1
C 2.0158 -2.8984 -0.0529
C -1.1451 2.8039 -0.2172
C -1.6154 1.6760 0.3291
N 3.0152 -3.2993 0.4910
O 0.9393 -2.6801 -0.4894
S -1.1945 -0.1080 -0.0033
H -1.1992 3.7837 0.1905
H -0.5218 2.7789 -1.1067
H -2.2575 1.8200 1.1310
H -1.9438 -0.9402 -0.5433
H 3.9069 -2.9364 0.2714
*
```

---

ii:
Computed, not measured: 2 unconnected molecules or ions with the total composition C3H5NOS, with ωB97M-V/def2-TZVPD.

Orbital gap (alpha / beta), eV: 8.35 / 8.24
HOMO (alpha / beta), Eh: -0.33765 / -0.34094

```
! wB97M-V def2-TZVPD RIJCOSX def2/J DEFGRID3
* xyz 0 1
C 0.8093 2.4759 0.2456
C 0.1997 1.4441 0.3879
C 0.6015 -1.2269 0.3064
N -2.5872 0.7813 -0.8906
O -1.2875 -0.2353 1.9031
S -0.7825 -0.0246 0.5048
H 1.2550 3.4091 0.1286
H 1.2149 -1.4388 1.2320
H 0.2064 -2.2190 0.2026
H 1.1149 -1.1151 -0.6931
H -3.4590 0.3090 -0.6907
*
```

---

Q: Which of them is the least stable? A: ii.

---

i:
Computed, not measured: 2 unconnected molecules or ions with the total composition C5H17N2O, with ωB97M-V/def2-TZVPD.

Orbital gap (alpha / beta), eV: 3.78 / 9.86
HOMO (alpha / beta), Eh: -0.11932 / -0.34423

```
! wB97M-V def2-TZVPD RIJCOSX def2/J DEFGRID3
* xyz 0 2
N 1.9917 -0.3683 -1.9524
C 1.1555 -1.5196 -1.4831
C -0.1644 -1.0195 -0.9517
N 0.0381 0.1103 -0.0252
C 1.2807 0.5259 2.0344
C 0.1790 -0.3028 1.3876
C -1.1172 -0.1358 2.1643
H 1.5869 0.0794 -2.8272
H 2.0340 0.3206 -1.1815
H 2.9665 -0.6698 -2.2147
H 1.7072 -2.0620 -0.7120
H 1.0204 -2.1758 -2.3362
H -0.6444 -1.8349 -0.4174
H -0.8770 -0.7623 -1.7457
H -0.7626 0.7316 -0.1118
H 1.3926 0.2837 3.0888
H 1.0458 1.5925 2.0238
H 2.2477 0.3666 1.5510
H 0.5374 -1.3359 1.4110
H -1.2051 0.8528 2.5891
H -2.0059 -0.3539 1.5757
H -1.1927 -0.8312 3.0157
H -2.9889 2.0121 -1.6532
H -3.7358 2.6303 -0.4668
O -2.9226 2.1693 -0.6936
*
```

---

ii:
Computed, not measured: 2 unconnected molecules or ions with the total composition C5H17N2O, with ωB97M-V/def2-TZVPD.

Orbital gap (alpha / beta), eV: 3.62 / 10.11
HOMO (alpha / beta), Eh: -0.10703 / -0.35033

```
! wB97M-V def2-TZVPD RIJCOSX def2/J DEFGRID3
* xyz 0 2
C -0.1903 -2.0504 -0.2455
C 1.0235 -1.3829 0.4113
C 1.7101 -0.3600 -0.5975
C 1.4299 1.1633 -0.5192
C 0.2704 1.8605 -1.2781
N -1.0872 1.4681 -0.8417
N -1.4603 -1.4201 0.1152
H -0.1206 -3.1405 -0.1640
H -0.1125 -1.9393 -1.3369
H 1.7983 -2.1140 0.6820
H 0.9300 -0.8430 1.3681
H 2.7950 -0.4375 -0.3704
H 1.4843 -0.8140 -1.5701
H 2.2727 1.7480 -0.8945
H 1.3152 1.3272 0.5741
H 0.5229 2.9011 -1.0222
H 0.2244 1.7102 -2.3423
H -1.8961 2.0262 -1.2126
H -1.1715 1.5941 0.2007
H -1.4086 -0.9860 1.0288
H -2.2409 -2.0612 0.1483
H -1.2570 0.4771 -1.0843
H -1.8164 1.1257 3.1639
H -1.6857 -0.3122 3.1363
O -1.3295 0.4593 2.6506
*
```

---

Q: Which of them is the least stable? A: ii.

---

i:
Computed, not measured: 2 unconnected molecules or ions with the total composition C3H11NOS, with ωB97M-V/def2-TZVPD.

SMILES: C[C@@H](N)CS.O
Orbital gap, eV: 9.93
HOMO, Eh: -0.33461

```
! wB97M-V def2-TZVPD RIJCOSX def2/J DEFGRID3
* xyz 0 1
C 0.8512 -1.9532 -1.1273
C 0.4146 -0.6086 -0.5043
C 0.0414 -0.8437 0.9581
S -0.5435 0.6333 1.8672
N -0.6790 0.0366 -1.2067
H 1.9076 -2.1572 -0.9949
H 0.6225 -1.9820 -2.1874
H 0.3242 -2.7847 -0.6567
H 1.2885 0.0457 -0.4904
H -0.7812 -1.5550 1.0306
H 0.8982 -1.2569 1.4953
H -1.7353 0.6629 1.2643
H -0.3820 0.2671 -2.1472
H -1.4622 -0.6097 -1.2758
H 0.2712 3.6573 0.8654
H -0.9174 4.0556 1.7637
O -0.1188 4.3924 1.3462
*
```

---

ii:
Computed, not measured: 2 unconnected molecules or ions with the total composition C3H11NOS, with ωB97M-V/def2-TZVPD.

SMILES: CSC.NCO
Orbital gap, eV: 9.26
HOMO, Eh: -0.30927

```
! wB97M-V def2-TZVPD RIJCOSX def2/J DEFGRID3
* xyz 0 1
C -2.4181 1.2557 -0.0809
S -1.0563 2.2801 -0.6779
C -1.8456 3.9083 -0.7750
H -1.9924 0.4448 0.5045
H -3.0752 1.8742 0.5228
H -3.0145 0.8450 -0.8574
H -1.4046 4.5282 -0.0013
H -2.9101 3.8275 -0.7152
H -1.6218 4.3463 -1.7405
N 1.4771 -2.5355 0.1337
C 2.8463 -2.8831 0.2071
O 3.2224 -3.7797 1.2409
H 1.0264 -2.1845 0.9680
H 0.8669 -3.2563 -0.2205
H 3.4762 -1.9855 0.1506
H 3.1262 -3.3943 -0.7212
H 3.2971 -3.2912 2.0623
*
```

---

Q: Which of them is the least stable? A: ii.